Entry 1:
ORCA calculation (ωB97M-V/def2-TZVPD) on a cluster of 2 separate species, C2H2ClN in total in a non-equilibrium geometry.

```
! RIJCOSX wB97M-V def2-TZVPD def2/J DEFGRID3
* xyz 0 1
C 0.0269 -0.8759 -0.5584
C 0.4350 0.1288 0.0474
N 0.6489 1.1742 0.6489
Cl 1.2665 -0.0166 3.1099
H -0.5000 -1.4921 -1.2194
H 1.0814 1.7521 1.3683
*
```

Calculated values
energy above the lowest of the compared OMol25 structures with the same formula, charge and spin	108.5	kcal/mol
E_tot	-592.1557	Ha



Entry 2:
ORCA calculation (ωB97M-V/def2-TZVPD) on a structure of composition C36H37ClN5SiTi.

```
! RIJCOSX wB97M-V def2-TZVPD def2/J DEFGRID3
* xyz 0 2
Ti 0.2278 -0.8532 -1.3638
C -0.3407 -5.2819 2.0852
C -0.1133 -4.0686 2.7171
C 0.3949 -2.9931 1.9982
C 0.6737 -3.1261 0.6421
C 0.4609 -4.3477 0.0133
C -0.0478 -5.4166 0.7334
N 1.1949 -2.0154 -0.0954
C 2.5961 -2.0193 -0.2722
C 3.5155 -2.5935 0.5992
C 4.8729 -2.4827 0.3282
C 5.3273 -1.8016 -0.7975
C 4.4195 -1.2317 -1.6778
C 3.0659 -1.3670 -1.4131
N 2.0284 -0.8596 -2.2225
N 2.3678 -0.2257 -3.3124
C 1.2537 0.2841 -3.9202
C 1.3834 0.8903 -5.1829
C 0.2559 1.3226 -5.8240
C -0.9945 1.1369 -5.2172
C -1.0393 0.5512 -3.9783
N 0.0640 0.1724 -3.3066
H -0.7373 -6.1206 2.6420
H -0.3240 -3.9533 3.7728
H 0.5996 -2.0578 2.5043
H 0.6748 -4.4385 -1.0427
H -0.2253 -6.3602 0.2334
H 3.1668 -3.1193 1.4789
H 5.5851 -2.9298 1.0098
H 6.3885 -1.7177 -0.9888
H 4.7334 -0.7006 -2.5647
H 2.3714 0.9712 -5.6113
H 0.3285 1.7856 -6.7996
H -1.9128 1.4295 -5.7042
H -1.9808 0.3579 -3.4844
C 0.9357 1.0544 -0.5729
Si 0.0602 1.5353 0.9592
C -1.2553 0.1891 1.1721
N -1.7232 -0.2992 -0.1612
C -2.6148 -1.4834 0.0382
C -3.9955 -1.1311 0.5671
C -4.6933 -0.1117 -0.3613
C -3.7572 0.3437 -1.4781
C -2.4516 0.8129 -0.8615
C 1.1737 1.4627 2.4595
C 1.2679 2.4696 3.4196
C 2.1556 2.3640 4.4844
C 2.9696 1.2486 4.6048
C 2.8984 0.2369 3.6552
C 2.0093 0.3481 2.5977
C -0.8169 3.1949 0.8876
C -1.7618 3.5139 1.8705
C -2.4772 4.7010 1.8325
C -2.2593 5.6033 0.7989
C -1.3210 5.3148 -0.1791
C -0.6074 4.1231 -0.1311
H 1.9930 0.8959 -0.3353
H 0.8963 1.8169 -1.3553
H -2.1119 0.4909 1.7862
H -0.7770 -0.6552 1.6748
H -2.0759 -2.1656 0.6985
H -2.7057 -1.9940 -0.9167
H -3.9471 -0.7574 1.5907
H -4.5619 -2.0631 0.6158
H -4.9786 0.7721 0.2154
H -5.6157 -0.5208 -0.7746
H -4.1966 1.1772 -2.0316
H -3.5839 -0.4558 -2.2037
H -2.6830 1.5923 -0.1306
H -1.7792 1.2759 -1.5860
H 0.6488 3.3561 3.3405
H 2.2149 3.1593 5.2170
H 3.6649 1.1703 5.4311
H 3.5427 -0.6304 3.7307
H 1.9884 -0.4379 1.8487
H -1.9453 2.8192 2.6848
H -3.2039 4.9218 2.6042
H -2.8190 6.5293 0.7611
H -1.1441 6.0190 -0.9826
H 0.1232 3.9156 -0.9049
Cl -0.9140 -2.5428 -2.5588
*
```

Calculated values
E_tot	-3267.0851	Ha
<S²>	0.771



Entry 3:
ORCA calculation (ωB97M-V/def2-TZVPD) on a cluster of 12 separate species, C5H32BF4O11 in total in a non-equilibrium geometry.

```
! RIJCOSX wB97M-V def2-TZVPD def2/J DEFGRID3
* xyz -1 1
B -0.7811 -0.3787 0.3443
F -0.8637 0.9645 0.7930
F -0.1230 -0.3940 -0.8901
F 0.0379 -1.0335 1.2773
F -2.0325 -1.0207 0.2479
C 1.4447 1.7271 -3.3351
O 0.6919 2.0959 -2.1948
H 2.3767 2.3035 -3.3759
H 1.7443 0.6777 -3.3542
H 0.8708 1.9786 -4.2253
H 0.9909 1.5789 -1.4370
C 3.1530 -2.4159 -2.3510
O 3.8370 -1.2128 -2.0164
H 3.1694 -2.5294 -3.4348
H 3.5800 -3.2939 -1.8647
H 2.1043 -2.3187 -2.0516
H 3.9197 -1.2241 -1.0543
C -3.6481 2.5311 2.3147
O -5.0389 2.3698 2.0338
H -3.1655 1.5462 2.2931
H -3.1525 3.1598 1.5857
H -3.5293 2.8095 3.3682
H -5.3610 1.6315 2.5537
C 0.4097 3.8430 2.1515
O 1.7230 3.4431 1.7472
H 0.4838 4.4753 3.0376
H 0.0113 4.4171 1.3174
H -0.2332 2.9739 2.3011
H 2.1841 3.1008 2.5186
C 2.9503 -2.4729 1.9851
O 3.3843 -1.8041 0.8307
H 3.8261 -2.8776 2.4978
H 2.4695 -1.7861 2.6874
H 2.2608 -3.2983 1.7863
H 2.7585 -1.1069 0.5930
O -1.9964 1.8853 -1.4779
H -1.6433 1.4834 -0.6728
H -1.1936 2.1669 -1.9461
O -0.4538 -1.7001 -3.4873
H -0.1814 -1.3068 -2.6480
H 0.3404 -1.6884 -4.0276
O -1.5642 -3.0701 2.3359
H -1.3757 -2.2050 1.9399
H -2.5244 -3.1128 2.3650
O -1.4059 -4.1491 -0.4716
H -1.7264 -3.2645 -0.6742
H -1.4073 -4.1917 0.4933
O -4.3050 -0.2327 -0.9391
H -3.4318 -0.4460 -0.5665
H -4.7578 -1.0786 -0.9865
O 2.1090 0.7230 0.6315
H 1.7428 1.5516 0.9681
H 1.3216 0.1760 0.4839
*
```

Calculated values
energy above the lowest of the compared OMol25 structures with the same formula, charge and spin	0.0	kcal/mol
E_tot	-1461.9172	Ha



Question: What is the formula in the third record?
Answer: C5H32BF4O11



Copy entry 3 word for word.
ORCA calculation (ωB97M-V/def2-TZVPD) on a cluster of 12 separate species, C5H32BF4O11 in total in a non-equilibrium geometry.

```
! RIJCOSX wB97M-V def2-TZVPD def2/J DEFGRID3
* xyz -1 1
B -0.7811 -0.3787 0.3443
F -0.8637 0.9645 0.7930
F -0.1230 -0.3940 -0.8901
F 0.0379 -1.0335 1.2773
F -2.0325 -1.0207 0.2479
C 1.4447 1.7271 -3.3351
O 0.6919 2.0959 -2.1948
H 2.3767 2.3035 -3.3759
H 1.7443 0.6777 -3.3542
H 0.8708 1.9786 -4.2253
H 0.9909 1.5789 -1.4370
C 3.1530 -2.4159 -2.3510
O 3.8370 -1.2128 -2.0164
H 3.1694 -2.5294 -3.4348
H 3.5800 -3.2939 -1.8647
H 2.1043 -2.3187 -2.0516
H 3.9197 -1.2241 -1.0543
C -3.6481 2.5311 2.3147
O -5.0389 2.3698 2.0338
H -3.1655 1.5462 2.2931
H -3.1525 3.1598 1.5857
H -3.5293 2.8095 3.3682
H -5.3610 1.6315 2.5537
C 0.4097 3.8430 2.1515
O 1.7230 3.4431 1.7472
H 0.4838 4.4753 3.0376
H 0.0113 4.4171 1.3174
H -0.2332 2.9739 2.3011
H 2.1841 3.1008 2.5186
C 2.9503 -2.4729 1.9851
O 3.3843 -1.8041 0.8307
H 3.8261 -2.8776 2.4978
H 2.4695 -1.7861 2.6874
H 2.2608 -3.2983 1.7863
H 2.7585 -1.1069 0.5930
O -1.9964 1.8853 -1.4779
H -1.6433 1.4834 -0.6728
H -1.1936 2.1669 -1.9461
O -0.4538 -1.7001 -3.4873
H -0.1814 -1.3068 -2.6480
H 0.3404 -1.6884 -4.0276
O -1.5642 -3.0701 2.3359
H -1.3757 -2.2050 1.9399
H -2.5244 -3.1128 2.3650
O -1.4059 -4.1491 -0.4716
H -1.7264 -3.2645 -0.6742
H -1.4073 -4.1917 0.4933
O -4.3050 -0.2327 -0.9391
H -3.4318 -0.4460 -0.5665
H -4.7578 -1.0786 -0.9865
O 2.1090 0.7230 0.6315
H 1.7428 1.5516 0.9681
H 1.3216 0.1760 0.4839
*
```

Calculated values
energy above the lowest of the compared OMol25 structures with the same formula, charge and spin	0.0	kcal/mol
E_tot	-1461.9172	Ha



Question: Which value of E_tot does entry 3 give?
Answer: -1461.9172 Ha



Question: What is the formula in the second record?
Answer: C36H37ClN5SiTi